(1)
{"formula": "C33H25AgF3N5O4SSb", "method": "ωB97M-V with the def2-TZVPD basis set", "e_above_lowest_kj_mol": 76.5, "orbital_gap_ev": 6.25, "max_force_ev_per_a": 2.48, "homo_energy_ev": -5.11, "e_lumo_ev": 1.1, "total_charge": -1, "elements": ["Ag", "C", "C", "N", "N", "C", "N", "S", "C", "C", "C", "C", "C", "N", "H", "H", "H", "H", "H", "H", "H", "H", "H", "H", "O", "C", "O", "C", "C", "C", "N", "C", "C", "C", "O", "O", "H", "H", "H", "F", "C", "C", "C", "C", "C", "C", "Sb", "C", "C", "C", "C", "F", "C", "C", "C", "C", "C", "C", "F", "C", "C", "H", "H", "H", "H", "H", "H", "H", "H", "H", "H", "H", "H"], "coordinates": [[-0.4559, 0.3238, -2.0140], [-0.9061, 3.9972, -3.6829], [-0.0645, 2.7864, -3.4096], [-0.3026, 1.5804, -3.8595], [-1.4609, 1.3213, -4.5734], [-2.6827, 1.3206, -3.9648], [-3.7098, 0.8203, -4.6932], [-2.9644, 1.9902, -2.4732], [1.1794, 2.9181, -2.6702], [1.8380, 4.1405, -2.4600], [3.0353, 4.1566, -1.7748], [3.5807, 2.9546, -1.3322], [2.8632, 1.7926, -1.5756], [1.6975, 1.7664, -2.1896], [-1.7853, 3.7336, -4.2643], [-0.3184, 4.7297, -4.2381], [-1.2398, 4.4504, -2.7497], [-1.2976, 0.5219, -5.1833], [-3.5170, 0.1198, -5.3934], [-4.5712, 0.7102, -4.1822], [1.4222, 5.0574, -2.8456], [3.5467, 5.0918, -1.5948], [4.5280, 2.9175, -0.8169], [3.2491, 0.8352, -1.2423], [-3.7515, -4.6569, 2.1034], [-2.9234, -3.7592, 2.1790], [-2.0959, -3.4687, 3.0566], [-2.8350, -2.7567, 0.9752], [-3.1142, -1.4097, 1.1900], [-2.8160, -0.4966, 0.1992], [-2.2500, -0.8411, -0.9529], [-2.0472, -2.1362, -1.1995], [-2.3436, -3.1246, -0.2717], [-1.4882, -2.4825, -2.5954], [-1.5877, -3.6383, -2.9797], [-1.0049, -1.5148, -3.2563], [-3.5427, -1.0710, 2.1218], [-3.0196, 0.5631, 0.3215], [-2.1597, -4.1547, -0.5346], [5.6240, 0.6634, 4.3348], [4.5693, 0.5127, 3.4944], [3.9744, -0.7295, 3.3784], [2.8821, -0.8635, 2.5402], [2.3943, 0.2214, 1.8318], [3.0233, 1.4494, 1.9532], [4.1172, 1.6103, 2.7864], [0.5830, 0.0436, 0.6737], [0.7889, -2.0776, 0.4156], [0.2872, -3.0584, 1.2531], [0.4542, -4.4004, 0.9513], [1.1382, -4.7453, -0.1970], [1.3280, -6.0505, -0.4989], [1.6522, -3.7863, -1.0520], [1.4626, -2.4520, -0.7411], [-0.5929, 0.4798, 2.4401], [-1.0815, 1.7799, 2.4803], [-1.8638, 2.2188, 3.5319], [-2.1547, 1.3289, 4.5489], [-2.9375, 1.7451, 5.5743], [-1.6672, 0.0365, 4.5454], [-0.8766, -0.3815, 3.4870], [4.3575, -1.5623, 3.9479], [2.4024, -1.8268, 2.4367], [2.6515, 2.2947, 1.3891], [4.6105, 2.5643, 2.9087], [-0.2957, -2.8113, 2.1280], [0.0303, -5.1530, 1.5958], [2.1717, -4.0929, -1.9476], [1.8363, -1.6918, -1.4224], [-0.8568, 2.4644, 1.6694], [-2.2600, 3.2223, 3.5580], [-1.9205, -0.6425, 5.3441], [-0.5165, -1.3984, 3.4875]], "forces_ev_per_a": [[-0.08, -0.64, 0.83], [0.10, -0.13, -0.12], [-1.71, -1.09, -1.43], [0.65, 1.54, -0.05], [-0.01, 0.05, -0.62], [-0.53, 0.61, 0.63], [0.21, -0.29, -0.28], [-0.16, 0.08, 0.08], [1.73, -0.20, 1.02], [-0.66, -0.47, -0.33], [0.40, -0.42, 0.25], [-0.20, 0.47, -0.25], [0.21, -0.07, 0.06], [-0.12, 0.71, -0.44], [0.11, 0.08, 0.02], [0.09, 0.07, -0.01], [0.01, -0.02, 0.01], [0.03, 0.09, 0.29], [-0.01, -0.03, -0.01], [0.12, -0.07, 0.02], [-0.09, 0.09, 0.00], [0.03, 0.04, -0.01], [0.04, -0.01, 0.08], [-0.03, -0.03, 0.09], [-0.51, -0.68, 0.00], [-0.15, 0.91, -1.29], [0.61, 0.11, 0.95], [0.02, -0.43, 0.56], [-0.08, 0.06, -0.18], [-0.17, 0.00, 0.16], [0.08, -0.07, -0.07], [-0.05, -0.31, -0.26], [-0.25, 0.19, -0.15], [-0.19, 0.08, 0.25], [-0.09, -0.62, 0.02], [0.34, 0.58, -0.37], [0.05, -0.02, 0.14], [0.02, 0.04, 0.09], [0.00, -0.08, 0.01], [-0.09, -0.02, -0.13], [-0.09, 0.01, -0.04], [0.23, 0.14, 0.19], [0.05, -0.10, 0.02], [-0.26, 0.02, -0.43], [0.00, 0.03, -0.03], [0.25, 0.02, 0.23], [0.00, -0.34, 0.65], [-0.12, 0.48, 0.10], [0.10, 0.11, 0.15], [0.11, -0.18, -0.05], [0.07, 0.20, 0.05], [-0.06, 0.15, 0.05], [0.03, -0.25, -0.05], [0.07, 0.16, -0.08], [0.24, -0.09, -0.61], [0.08, -0.05, -0.16], [-0.18, 0.05, 0.26], [0.12, 0.00, -0.13], [0.08, -0.06, -0.08], [-0.12, 0.09, 0.15], [0.06, -0.09, 0.02], [0.05, -0.08, 0.05], [0.01, -0.11, 0.04], [0.00, 0.16, 0.02], [0.04, 0.05, 0.00], [-0.09, -0.12, 0.05], [-0.07, -0.14, 0.07], [-0.02, -0.01, -0.08], [-0.01, -0.08, -0.07], [-0.07, 0.05, -0.04], [-0.04, 0.10, 0.05], [-0.04, -0.07, 0.09], [-0.09, -0.10, 0.03]]}



(2)
{"formula": "C33H25CsFN6O2S", "method": "ωB97M-V with the def2-TZVPD basis set", "e_above_lowest_kj_mol": 0.0, "orbital_gap_ev": 3.60, "max_force_ev_per_a": 2.97, "homo_energy_ev": -2.13, "e_lumo_ev": 1.5, "total_charge": -1, "elements": ["Cs", "N", "C", "C", "C", "C", "C", "C", "N", "C", "C", "C", "S", "C", "N", "H", "H", "H", "H", "H", "H", "H", "C", "O", "C", "C", "C", "C", "C", "C", "N", "N", "C", "C", "C", "C", "O", "C", "N", "C", "C", "C", "C", "H", "H", "H", "H", "H", "H", "H", "H", "H", "H", "H", "H", "F", "C", "C", "C", "C", "C", "C", "C", "H", "H", "H", "H", "H", "H"], "coordinates": [[1.4686, -1.1919, -0.6702], [0.8431, -5.4448, 2.3606], [0.4561, -6.1540, 1.2267], [0.1346, -7.4473, 0.9788], [-0.2730, -7.7929, -0.3171], [-0.2018, -6.8410, -1.3427], [0.2273, -5.5274, -1.1394], [0.5272, -5.1853, 0.1856], [0.8853, -3.9483, 0.6886], [1.1140, -4.1362, 2.0104], [1.4215, -3.1510, 3.0581], [1.6505, -3.3668, 4.3922], [1.7425, -1.8951, 5.2775], [1.3976, -1.0658, 3.7535], [1.3576, -1.7946, 2.7169], [0.8302, -5.7566, 3.3274], [0.1527, -8.1686, 1.7919], [-0.5165, -8.8250, -0.5730], [-0.4770, -7.0701, -2.3658], [0.3180, -4.7853, -1.9516], [1.8450, -4.3468, 4.8845], [1.3574, 0.0052, 3.7935], [-3.6321, 7.9055, 3.2367], [-3.5520, 6.7450, 2.4249], [-4.1378, 6.6184, 1.1864], [-3.7926, 7.5387, 0.2036], [-3.8157, 7.2031, -1.1088], [-4.0712, 5.8549, -1.4696], [-4.7001, 5.0053, -0.5200], [-4.6189, 5.3689, 0.8101], [-3.3366, 5.3569, -2.5197], [-3.2884, 4.0502, -2.5932], [-2.1335, 3.5002, -2.9706], [-0.8868, 4.1305, -3.2395], [0.2712, 3.5560, -2.8201], [0.2868, 2.1885, -2.2754], [1.2475, 1.7828, -1.5831], [-0.9650, 1.3820, -2.5411], [-0.9340, 0.0334, -2.3823], [-1.9867, -0.6721, -2.7100], [-3.2224, -0.0787, -3.0588], [-3.3179, 1.2798, -3.0659], [-2.1297, 2.0526, -2.9194], [-3.1295, 7.6770, 4.1714], [-4.6662, 8.2394, 3.4527], [-3.0753, 8.7483, 2.7889], [-3.4192, 8.5072, 0.5148], [-3.5364, 7.9248, -1.8890], [-4.9673, 4.0222, -0.8162], [-4.9424, 4.7048, 1.6342], [-0.9294, 5.1625, -3.6053], [1.2444, 4.0869, -2.8286], [-1.8683, -1.7530, -2.7312], [-4.0922, -0.7426, -3.2031], [-4.2750, 1.7781, -3.1211], [5.2780, -3.8516, 3.0942], [5.4027, -3.3637, 1.8742], [5.7935, -2.0386, 1.7940], [5.8085, -1.3829, 0.5981], [5.2369, -2.0657, -0.5546], [5.0213, -1.4396, -1.7678], [4.9125, -3.4549, -0.4618], [5.0206, -4.1054, 0.7543], [6.0425, -1.5815, 2.7828], [6.3270, -0.4464, 0.3948], [4.7539, -2.0604, -2.6324], [5.0708, -0.3418, -1.9053], [4.6018, -3.9372, -1.3972], [4.8418, -5.1982, 0.8886]], "forces_ev_per_a": [[0.55, 0.24, -0.10], [0.21, 0.06, 0.41], [0.80, 2.30, -0.34], [-0.83, -1.64, -0.09], [0.71, 0.18, 0.13], [0.07, 0.77, -0.52], [-0.14, -0.17, 0.58], [-0.11, 0.18, 0.30], [0.82, 0.05, 2.22], [-1.01, -1.01, -1.93], [0.09, 0.92, -0.09], [0.35, -1.20, 0.05], [-0.45, -0.21, -1.22], [0.95, 0.22, 1.62], [-0.76, -1.06, -0.54], [0.00, -0.08, -0.58], [-0.08, -0.08, -0.22], [-0.08, 0.33, 0.23], [-0.02, -0.43, 0.12], [-0.12, -0.58, 0.53], [-0.27, 1.04, -0.45], [-0.06, 0.32, -0.31], [-0.13, 0.43, -0.78], [-0.40, -0.33, 1.59], [1.07, 0.12, -0.53], [-0.39, 0.70, 0.93], [-0.33, -0.41, -1.53], [-0.28, -0.42, 0.66], [0.90, 1.32, 0.05], [-1.06, 0.01, 1.16], [0.70, -0.86, -1.02], [-0.34, 1.60, 0.16], [-0.52, -1.04, -1.07], [-0.11, 0.89, 0.72], [0.65, -0.52, -0.34], [0.35, 0.31, 0.85], [-1.11, -0.14, -0.93], [0.58, -0.23, -0.03], [0.77, 0.32, -0.35], [-0.34, 0.26, -0.32], [-0.19, -0.98, 0.37], [0.44, 0.35, 0.24], [-0.54, 0.09, 0.71], [-0.05, -0.22, 0.07], [0.32, -0.28, -0.22], [-0.27, -0.16, 0.03], [-0.02, 0.07, -0.08], [0.19, -0.49, 0.39], [-0.13, -0.68, -0.09], [0.32, 0.19, -0.66], [0.18, -0.32, 0.32], [-0.77, -0.42, -0.10], [-0.11, 0.02, 0.25], [0.46, 0.54, -0.01], [0.05, 0.13, -0.36], [-0.17, -1.60, 2.50], [-0.19, 0.99, -2.10], [0.16, 0.16, 1.41], [-0.29, -0.47, -1.30], [0.18, 0.67, -0.49], [-0.44, 0.92, -0.80], [0.24, -0.30, 0.57], [-0.05, -0.65, 0.28], [0.10, -0.16, -1.00], [-0.41, -0.01, 0.41], [0.05, 0.40, 0.21], [0.21, -0.81, 0.08], [0.13, -0.09, 0.55], [-0.07, 0.93, -0.22]]}



(3)
{"formula": "C33H25F4N5O2PSc", "method": "ωB97M-V with the def2-TZVPD basis set", "e_above_lowest_kj_mol": 0.0, "orbital_gap_ev": 8.11, "max_force_ev_per_a": 0.15, "homo_energy_ev": -8.22, "e_lumo_ev": -0.1, "elements": ["Sc", "C", "N", "C", "C", "C", "N", "C", "C", "F", "C", "F", "C", "C", "F", "C", "F", "H", "H", "H", "H", "H", "H", "H", "H", "H", "H", "H", "O", "C", "O", "C", "C", "C", "C", "C", "C", "P", "C", "C", "C", "C", "C", "C", "C", "C", "C", "C", "C", "C", "H", "H", "H", "H", "H", "H", "H", "H", "H", "H", "H", "H", "H", "H", "N", "C", "C", "C", "N", "C", "N"], "coordinates": [[0.0810, -0.4745, 0.2612], [2.5496, 1.5283, 0.3823], [2.2170, 0.2192, -0.2053], [2.5192, 0.2414, -1.6476], [3.0004, -0.8421, 0.4782], [2.5795, -2.2254, 0.0143], [1.1250, -2.2743, 0.0744], [0.4476, -3.4291, -0.1719], [-0.9417, -3.3815, -0.0294], [-1.4391, -2.1457, 0.3526], [-1.8003, -4.4288, -0.2434], [-3.1127, -4.2507, -0.0722], [-1.2966, -5.6544, -0.6335], [0.0738, -5.7472, -0.7895], [0.6079, -6.9132, -1.1702], [0.9305, -4.6827, -0.5754], [2.2506, -4.8739, -0.7666], [3.5907, 1.7911, 0.1665], [2.4017, 1.5033, 1.4607], [1.9066, 2.2987, -0.0479], [3.5949, 0.3760, -1.8048], [1.9871, 1.0674, -2.1161], [2.1936, -0.6815, -2.1206], [2.8059, -0.7404, 1.5473], [4.0706, -0.6765, 0.3067], [3.0500, -2.9616, 0.6712], [2.9522, -2.4233, -0.9958], [-1.9422, -6.4997, -0.8146], [1.1989, 1.4990, 3.5784], [0.2130, 1.1424, 2.9698], [0.2481, 0.1709, 2.0904], [-1.1108, 1.8370, 3.2096], [-1.2107, 2.5167, 4.4248], [-2.3468, 3.2304, 4.7526], [-3.4023, 3.3034, 3.8517], [-3.3116, 2.6453, 2.6401], [-2.1821, 1.8933, 2.3084], [-2.1932, 1.0481, 0.6885], [-2.6822, 2.3047, -0.5287], [-1.6569, 3.0004, -1.1699], [-1.9401, 3.9302, -2.1560], [-3.2590, 4.1689, -2.5166], [-4.2875, 3.4917, -1.8782], [-4.0029, 2.5645, -0.8863], [-3.6084, -0.0895, 0.8091], [-4.1493, -0.6070, -0.3692], [-5.1417, -1.5703, -0.3226], [-5.5913, -2.0421, 0.9040], [-5.0463, -1.5460, 2.0783], [-4.0565, -0.5727, 2.0352], [-0.3661, 2.4744, 5.0979], [-2.4041, 3.7408, 5.7050], [-4.2907, 3.8735, 4.0894], [-4.1314, 2.7100, 1.9349], [-0.6232, 2.7969, -0.9074], [-1.1363, 4.4425, -2.6673], [-3.4807, 4.8721, -3.3084], [-5.3155, 3.6721, -2.1634], [-4.8120, 2.0236, -0.4122], [-3.8109, -0.2523, -1.3344], [-5.5540, -1.9491, -1.2486], [-6.3627, -2.8000, 0.9432], [-5.3900, -1.9154, 3.0358], [-3.6369, -0.1912, 2.9577], [-0.5115, -0.1516, -1.8264], [-1.1682, 0.1701, -2.7342], [-1.9590, 0.5513, -3.7924], [-3.2390, -0.0423, -3.9190], [-4.2838, -0.5284, -3.9702], [-1.5088, 1.5927, -4.6403], [-1.1458, 2.4556, -5.3135]], "forces_ev_per_a": [[0.11, -0.04, -0.10], [-0.01, 0.03, 0.04], [-0.02, -0.01, -0.03], [0.01, 0.01, 0.00], [0.02, 0.05, 0.02], [-0.04, -0.02, -0.02], [-0.02, 0.03, 0.01], [0.05, -0.09, -0.08], [-0.04, -0.01, -0.01], [-0.04, -0.01, -0.01], [0.01, 0.06, 0.02], [0.00, 0.00, 0.01], [0.03, -0.03, -0.01], [-0.04, -0.01, 0.00], [0.02, -0.01, -0.01], [0.04, 0.03, 0.05], [-0.01, -0.02, -0.01], [0.00, 0.00, 0.00], [0.01, -0.01, -0.01], [0.01, -0.01, -0.02], [0.00, 0.00, 0.00], [0.00, 0.00, 0.00], [0.00, 0.00, 0.00], [-0.01, 0.02, 0.01], [0.00, -0.01, -0.01], [-0.01, 0.01, 0.01], [0.00, -0.01, 0.01], [0.00, 0.00, 0.00], [-0.03, 0.00, 0.00], [0.12, 0.02, 0.03], [-0.12, 0.05, 0.07], [-0.05, 0.02, -0.01], [0.03, -0.03, -0.05], [-0.03, 0.02, 0.00], [0.02, 0.01, 0.03], [0.04, -0.04, 0.01], [-0.01, 0.04, -0.03], [-0.03, -0.08, 0.04], [-0.03, 0.04, 0.00], [0.01, -0.01, 0.03], [0.00, 0.00, 0.01], [0.00, 0.00, 0.00], [0.02, 0.01, -0.01], [0.02, -0.02, 0.01], [0.01, 0.00, -0.01], [0.01, 0.02, 0.00], [0.00, 0.00, 0.01], [0.00, 0.00, 0.00], [0.01, 0.00, 0.00], [0.00, 0.02, -0.01], [0.00, 0.00, 0.00], [-0.02, 0.00, 0.00], [0.00, 0.00, 0.01], [0.00, 0.00, 0.00], [0.00, 0.00, -0.01], [0.00, 0.00, 0.00], [0.00, 0.00, 0.00], [0.00, 0.00, 0.00], [0.00, -0.01, 0.00], [0.00, 0.01, -0.02], [0.00, 0.00, 0.00], [0.00, 0.00, 0.00], [0.00, 0.00, 0.00], [-0.01, 0.00, 0.01], [-0.01, -0.03, -0.01], [-0.03, -0.01, 0.01], [0.09, -0.02, 0.05], [-0.04, 0.06, 0.00], [0.01, -0.03, 0.00], [-0.10, 0.05, -0.05], [0.05, -0.02, 0.02]]}